1.
C21H30B5Ca3F20O18 | ωB97M-V with the def2-TZVPD basis set

Last column: Mulliken charge in e.
CARTESIAN COORDINATES (ANGSTROEM)
Ca  -2.4949  -1.5613  5.5222  1.248
Ca  -0.5920  3.2717  7.1236  1.575
Ca  -6.1622  1.6111  7.1220  1.482
B  -3.2991  3.6401  8.4382  -0.149
F  -3.8923  4.5161  9.2901  -0.200
F  -2.8940  4.2759  7.2483  -0.296
F  -2.0714  3.1625  9.0132  -0.543
F  -4.2220  2.5798  8.1263  0.339
B  -5.4031  -1.3434  7.4158  0.332
F  -6.1445  -2.3558  7.9270  -0.228
F  -5.9699  -0.8723  6.2215  -0.162
F  -5.3255  -0.1637  8.2208  -0.552
F  -4.0380  -1.7456  7.1672  -0.379
B  -3.1331  1.2497  5.6271  1.328
F  -2.7191  0.4732  4.5033  -0.259
F  -4.4706  1.5470  5.4891  0.404
F  -2.9574  0.3639  6.7076  -0.848
F  -2.2802  2.3310  5.8506  0.504
B  -6.8514  4.4326  6.9367  0.321
F  -6.3328  4.9801  8.0857  -0.368
F  -5.7716  3.8762  6.1808  -0.190
F  -7.6886  3.2929  7.2195  -0.490
F  -7.5636  5.3667  6.2141  -0.316
B  0.2342  0.5804  6.3052  0.059
F  0.2849  1.6529  5.3954  -0.252
F  -0.5711  -0.4734  5.7804  -0.264
F  1.4791  0.0908  6.5695  -0.278
F  -0.3935  1.0683  7.4993  -0.389
C  -0.0557  7.0059  2.7995  -0.331
C  0.5097  5.7225  2.2145  -0.358
O  -0.1003  4.7094  3.0335  -0.196
C  -0.4124  5.2594  4.2035  0.466
O  -0.7818  4.6420  5.1749  -0.422
O  -0.2776  6.5757  4.1917  -0.335
H  -1.0615  7.2856  2.4917  0.269
H  0.6335  7.8412  2.8220  0.323
H  1.5819  5.6518  2.3875  0.350
H  0.2474  5.5866  1.1703  0.292
C  -3.6058  -0.6703  10.6981  -0.142
C  -2.8808  0.5596  10.1334  1.102
O  -1.7257  0.6642  10.9624  -0.384
C  -1.8723  -0.1057  12.0686  0.498
O  -1.0912  -0.1436  12.9622  -0.538
O  -3.0113  -0.8128  12.0017  -0.394
H  -3.3295  -1.5941  10.1839  0.182
H  -4.6840  -0.5936  10.7760  0.268
H  -3.4976  1.4480  10.0858  -0.150
H  -2.4844  0.3371  9.1450  -0.678
C  -1.6871  -1.7889  -0.1115  -0.511
C  -0.2367  -2.1336  0.2489  -0.360
O  -0.2750  -2.2917  1.6715  -0.375
C  -1.4186  -1.8184  2.1400  0.272
O  -1.6557  -1.6485  3.3079  -0.388
O  -2.2715  -1.4943  1.1657  0.020
H  -2.1940  -2.6480  -0.5529  0.395
H  -1.7564  -0.9064  -0.7386  0.338
H  0.4039  -1.2803  0.0147  0.236
H  0.1839  -2.9962  -0.2570  0.345
C  -6.9963  -3.4772  0.9271  -1.482
C  -5.7640  -2.6077  1.0859  0.493
C  -6.0426  -1.0960  1.2361  -0.228
O  -5.3891  -0.7432  2.4473  0.553
C  -4.9644  -1.8352  3.0743  -0.147
O  -4.4908  -1.8392  4.1777  -0.544
O  -5.1262  -2.9366  2.3407  -0.372
H  -6.7731  -4.4916  1.2555  0.360
H  -7.3958  -3.4817  -0.0838  0.409
H  -7.7655  -3.1162  1.6154  0.333
H  -5.0184  -2.7802  0.3114  0.209
H  -7.0922  -0.8126  1.2086  -0.035
H  -5.5635  -0.5927  0.3923  0.296
C  -3.1467  4.2732  1.3345  -1.474
C  -2.8687  2.9931  2.0763  1.450
C  -3.7393  1.8273  1.6645  1.092
O  -3.0583  1.3488  0.4802  -0.384
C  -1.7441  1.5989  0.6522  0.443
O  -0.8693  1.0970  0.0107  -0.607
O  -1.5649  2.4723  1.6563  -0.278
H  -3.1435  4.1419  0.2526  0.402
H  -2.4889  5.0772  1.6580  0.158
H  -4.1577  4.6285  1.5654  0.348
H  -2.8099  3.1376  3.1520  -0.348
H  -4.7513  2.0119  1.3043  0.196
H  -3.7795  1.0150  2.3838  -1.083
C  -8.8017  2.3716  1.1136  -1.287
C  -9.3165  2.0259  2.4965  0.489
C  -9.4712  0.5199  2.7521  -0.582
O  -8.3936  0.1987  3.6405  -0.288
C  -7.8420  1.3376  4.0827  0.209
O  -7.0329  1.3768  4.9703  -0.126
O  -8.2868  2.4037  3.4419  -0.328
H  -8.3788  3.3691  1.0256  0.352
H  -9.6096  2.3223  0.3751  0.406
H  -8.0691  1.6433  0.7518  0.197
H  -10.2384  2.5619  2.7058  0.355
H  -9.4533  -0.0308  1.8133  0.302
H  -10.3948  0.2938  3.2829  0.313

* energy above the lowest of the compared OMol25 structures with the same formula, charge and spin: 0.00 kcal/mol
* HOMO level: -0.4431 Ha
* LUMO energy: -2.71 eV
* charge: +1
* HOMO-LUMO gap: 9.3516 eV



2.
C4H6O2 | ωB97M-V with the def2-TZVPD basis set

Last column: Mulliken charge in e.
CARTESIAN COORDINATES (ANGSTROEM)
C  -1.8810  -1.2211  0.2618  -0.952
C  -1.1619  -1.3256  -0.8316  0.767
O  -0.5111  -1.4220  -1.7987  -0.386
H  -2.3359  -2.1087  0.6837  0.261
H  -1.9917  -0.2375  0.7046  0.322
C  1.4265  0.5961  0.6352  -0.915
C  0.7033  1.2954  -0.4888  0.153
O  -0.4971  1.4336  -0.5797  -0.471
H  0.7085  0.2663  1.3839  0.270
H  2.1672  1.2654  1.0959  0.345
H  1.9792  -0.2778  0.2601  0.280
H  1.3673  1.6890  -1.2786  0.326

* energy above the lowest of the compared OMol25 structures with the same formula, charge and spin: 39.64 kcal/mol
* HOMO level: -0.3357 Ha
* LUMO energy: 0.94 eV
* SMILES string: C=C=O.CC=O
* HOMO-LUMO gap: 10.0700 eV



3.
H2N2O4S | ωB97M-V with the def2-TZVPD basis set

Last column: Mulliken charge in e.
CARTESIAN COORDINATES (ANGSTROEM)
N  -0.0007  -0.2015  0.6176  -0.370
S  1.4607  -0.8348  0.1293  1.060
O  2.0806  -1.7116  1.0415  -0.491
O  1.4450  -1.1402  -1.2468  -0.507
N  2.5966  0.6766  0.0505  0.801
O  3.7577  0.4026  -0.2323  -0.484
O  2.1242  1.7804  -0.0164  -0.499
H  -0.1602  0.1350  1.6274  0.259
H  -0.7385  -0.0431  0.0304  0.232

* energy above the lowest of the compared OMol25 structures with the same formula, charge and spin: 37.52 kcal/mol
* HOMO level: -0.4133 Ha
* LUMO energy: -0.27 eV
* SMILES string: NS(=O)(=O)[N+](=O)[O-]
* HOMO-LUMO gap: 10.9741 eV



4.
C6H9NO2 | ωB97M-V with the def2-TZVPD basis set

Last column: Mulliken charge in e.
CARTESIAN COORDINATES (ANGSTROEM)
C  0.0368  -0.5548  -0.4149  1.638
C  1.3455  -0.1047  -1.0643  -1.570
C  -1.0156  -0.8913  -1.4717  -1.550
C  0.1015  1.4644  1.6731  -1.243
C  -0.6136  0.8609  0.5040  0.575
N  0.3397  -1.8633  0.3106  -0.612
C  -0.0702  -1.3931  1.3308  0.603
O  -1.3797  1.5491  -0.1297  -0.517
O  -0.6583  -1.0704  2.3353  -0.510
H  1.6740  -0.8327  -1.8144  0.393
H  2.1483  -0.0348  -0.3248  0.342
H  1.2379  0.8624  -1.5649  0.343
H  -1.2447  -0.0400  -2.1190  0.336
H  -0.6665  -1.6843  -2.1413  0.400
H  -1.9458  -1.2132  -0.9957  0.341
H  1.0456  0.9743  1.8947  0.306
H  -0.5945  1.4431  2.5149  0.321
H  0.2596  2.5287  1.4773  0.403

* energy above the lowest of the compared OMol25 structures with the same formula, charge and spin: 47.83 kcal/mol
* HOMO level: -0.3581 Ha
* LUMO energy: 0.67 eV
* HOMO-LUMO gap: 10.4119 eV



5.
C2H15N2O4 | ωB97M-V with the def2-TZVPD basis set

Last column: Mulliken charge in e.
CARTESIAN COORDINATES (ANGSTROEM)
C  1.7815  0.3741  2.6605  -0.846
N  -0.4791  -0.6629  -0.0081  -0.147
C  0.0667  -0.3444  1.1305  0.224
N  1.2926  0.0916  1.3097  -0.118
H  1.8698  1.4363  2.8442  0.309
H  2.7332  -0.1534  2.7692  0.340
H  1.1976  -0.1086  3.4426  0.310
H  -0.0750  -0.6000  -0.9304  0.234
H  -1.3591  -1.1597  0.0953  0.211
H  -0.4602  -0.6162  2.0325  0.246
H  1.9150  0.2472  0.5308  0.243
H  2.8623  3.3820  -3.8888  0.317
H  2.1250  4.5316  -3.2749  0.314
O  2.1800  3.5688  -3.2351  -0.627
H  -3.3813  -2.4986  0.5641  0.333
H  -3.2324  -2.0337  2.0342  0.327
O  -3.1319  -1.7483  1.1165  -0.666
H  -2.6742  -3.3237  -2.2779  0.310
H  -1.7030  -3.6631  -1.2245  0.334
O  -2.3360  -2.9636  -1.4448  -0.646
H  -0.4737  2.3258  -1.2022  0.271
H  0.9797  2.1662  -1.7966  0.331
O  0.3025  1.7524  -1.2470  -0.603

* energy above the lowest of the compared OMol25 structures with the same formula, charge and spin: 3.59 kcal/mol
* HOMO level: -0.5223 Ha
* LUMO energy: -2.49 eV
* charge: +1
* HOMO-LUMO gap: 11.7193 eV